Run A
Density functional theory data (wB97M-V/def2-TZVPD) for C5H13N3O2 in the gas phase.

Bonds (Å) are listed after each position.
Atoms and positions in Å:
1 C -0.283 -0.276 -1.731  N7 1.281, O10 1.352, H11 1.153
2 C 1.969 2.004 0.561  C4 1.498, H12 1.105, H13 1.090, H14 1.052
3 C 0.312 -2.235 1.104  C5 1.503, H15 1.079, H16 1.115, H17 1.103
4 C 0.568 1.494 0.700  C2 1.498, N8 1.437, H18 1.187, H19 1.078
5 C 0.104 -0.815 1.554  C3 1.503, N8 1.492, H20 1.087, H21 1.116
6 N -2.486 -0.699 -2.511  O10 1.430, H22 0.966, H23 1.056
7 N -0.622 -0.095 -0.508  C1 1.281, N8 1.355, O9 1.482
8 N 0.359 0.103 0.405  C4 1.437, C5 1.492, N7 1.355
9 O -2.039 0.107 -0.126  N7 1.482
10 O -1.099 -0.483 -2.789  C1 1.352, N6 1.430
11 H 0.848 -0.254 -1.952  C1 1.153
12 H 2.397 1.580 -0.365  C2 1.105
13 H 1.875 3.086 0.464  C2 1.090
14 H 2.571 2.078 1.421  C2 1.052
15 H -0.180 -2.438 0.166  C3 1.079
16 H 1.360 -2.348 0.738  C3 1.115
17 H -0.043 -3.011 1.802  C3 1.103
18 H 0.233 2.031 1.704  C4 1.187
19 H -0.101 1.943 -0.016  C4 1.078
20 H -0.949 -0.623 1.740  C5 1.087
21 H 0.856 -0.558 2.337  C5 1.116
22 H -2.925 -0.160 -3.181  N6 0.966
23 H -2.724 -0.431 -1.518  N6 1.056

Summary:
* lowest unoccupied orbital energy: 0.0267 Eh
* frontier orbital gap: 9.3 eV
* SMILES: CCN(CC)/[N+]([O-])=C/ON

---

Run B
Density functional theory data (wB97M-V/def2-TZVPD) for 2 unconnected molecules or ions with the total composition C5H13N3O2.

Bonds (Å) are listed after each position.
Atoms and positions in Å:
1 C -2.156 0.463 0.901  O10 1.227, H11 1.054
2 C 0.788 -0.966 1.511  C4 1.602, H12 1.140, H13 1.078, H14 1.049
3 C 1.933 1.989 -0.140  C5 1.559, H15 1.126, H16 1.097, H17 1.080
4 C 1.307 -1.065 -0.001  C2 1.602, N8 1.511, H18 1.039, H19 1.104
5 C 1.414 1.034 -1.257  C3 1.559, N8 1.448, H20 1.051, H21 1.105
6 N -3.907 -1.195 0.256  O10 1.523, H22 1.030, H23 1.013
7 N -0.614 -0.253 -1.467  N8 1.344, O9 1.226
8 N 0.557 -0.055 -0.838  C4 1.511, C5 1.448, N7 1.344
9 O -1.200 -1.319 -1.323  N7 1.226
10 O -2.614 -0.674 0.869  C1 1.227, N6 1.523
11 H -2.545 1.257 0.326  C1 1.054
12 H -0.310 -1.265 1.591  C2 1.140
13 H 1.467 -1.497 2.159  C2 1.078
14 H 0.921 0.000 1.897  C2 1.049
15 H 2.764 1.717 0.570  C3 1.126
16 H 2.445 2.743 -0.750  C3 1.097
17 H 1.081 2.452 0.335  C3 1.080
18 H 2.346 -1.059 -0.023  C4 1.039
19 H 0.912 -2.065 -0.251  C4 1.104
20 H 0.968 1.610 -2.016  C5 1.051
21 H 2.310 0.588 -1.725  C5 1.105
22 H -3.555 -1.977 -0.313  N6 1.030
23 H -4.314 -0.462 -0.312  N6 1.013

Summary:
* lowest unoccupied orbital energy: 0.0267 Eh
* frontier orbital gap: 8.7 eV

---

Run C
Density functional theory data (wB97M-V/def2-TZVPD) for 2 unconnected molecules or ions with the total composition C5H13N3O2.

Bonds (Å) are listed after each position.
Atoms and positions in Å:
1 C 1.409 0.917 -1.402  C5 1.606, H11 1.083, H12 1.118, H13 1.074
2 C 1.106 1.103 1.112  C5 1.546, H14 1.120, H15 1.056, H16 1.129
3 C 2.408 -0.859 0.223  C5 1.516, H17 1.119, H18 1.031, H19 1.114
4 C -0.198 -1.774 -0.105  N7 1.257, H20 1.151, H22 0.996
5 C 1.249 0.081 -0.040  C1 1.606, C2 1.546, C3 1.516, N7 1.466
6 N -4.294 -0.502 -0.086  N8 1.208, O10 1.327
7 N -0.086 -0.522 -0.101  C4 1.257, C5 1.466
8 N -3.118 -0.508 0.191  N6 1.208, O9 1.388
9 O -2.412 0.651 0.483  N8 1.388, H21 0.950
10 O -4.989 0.620 -0.220  N6 1.327, H23 0.978
11 H 1.180 1.976 -1.380  C1 1.083
12 H 2.412 0.764 -1.871  C1 1.118
13 H 0.728 0.445 -2.085  C1 1.074
14 H 1.437 0.437 1.949  C2 1.120
15 H 0.078 1.184 1.340  C2 1.056
16 H 1.662 2.084 1.071  C2 1.129
17 H 2.231 -1.804 -0.351  C3 1.119
18 H 3.324 -0.435 0.014  C3 1.031
19 H 2.440 -1.242 1.268  C3 1.114
20 H -1.294 -2.043 -0.334  C4 1.151
21 H -1.481 0.542 0.330  O9 0.950
22 H 0.529 -2.431 0.076  C4 0.996
23 H -4.317 1.317 -0.081  O10 0.978

Summary:
* lowest unoccupied orbital energy: 0.0279 Eh
* frontier orbital gap: 10.7 eV
* SMILES: C=NC(C)(C)C.O/N=N\O

---

Stability verdict: run C, ahead by 1.318 eV